1.
C4H9NO2 | ωB97M-V/def2-TZVPD

Summary:
- Total charge: 0
- Spin multiplicity: 1
- Total energy: -363.03930 hartree
- HOMO-LUMO gap: 0.3634 Eh
- Energy relative to the best compared isomer or geometry (same formula, charge and spin): 29.0 kcal/mol
- HOMO level: -9.1 eV

Each line ends with the Mulliken charge.
CARTESIAN COORDINATES (ANGSTROEM)
C  -1.29913  -0.46180  -1.13826  -0.884
N  -0.47486  0.70380  -0.74355  -0.503
C  0.59533  0.58688  0.24505  0.627
C  1.45853  -0.64287  -0.06803  -1.440
C  0.07465  0.50532  1.69539  0.265
O  0.80349  0.22586  2.60140  -0.558
O  -1.26236  0.54161  1.74767  -0.528
H  -2.34826  -0.17725  -1.09599  0.345
H  -1.07570  -1.26305  -0.43899  0.291
H  -1.00189  -0.87049  -2.10716  0.323
H  -0.53323  1.47927  -1.38303  0.169
H  1.23997  1.46628  0.15978  0.305
H  2.03078  -0.51592  -0.99148  0.346
H  2.20811  -0.68501  0.73060  0.398
H  1.05719  -1.65472  -0.03179  0.375
H  -1.47264  0.76211  0.81837  0.467

=====

2.
C30H45BeBrN2P2S | ωB97M-V/def2-TZVPD

Summary:
- Total charge: +2
- Spin multiplicity: 1
- Total energy: -4948.71558 hartree
- HOMO-LUMO gap (alpha / beta): 0.2583 / 0.2583 Eh
- Energy relative to the best compared isomer or geometry (same formula, charge and spin): 48.8 kcal/mol
- HOMO level (alpha / beta): -13.3 / -13.3 eV

Each line ends with the Mulliken charge.
CARTESIAN COORDINATES (ANGSTROEM)
N  -5.90515  4.29636  -4.13839  -0.540
C  -5.76000  4.70530  -2.88356  -0.404
C  -4.88465  4.07751  -1.98936  -0.433
C  -4.13029  2.95805  -2.40348  0.390
C  -4.33455  2.52869  -3.74053  -0.391
C  -5.22550  3.22839  -4.56137  -0.420
C  -3.15958  2.35525  -1.49499  -0.270
Be  -0.70775  0.34462  0.17803  -0.102
P  2.20185  -0.11515  0.23204  1.362
C  -2.28879  1.33119  -1.80416  -0.599
C  -0.86324  1.50719  -1.53415  0.730
C  0.11604  1.53587  -2.59588  -0.444
C  1.13392  2.48444  -2.54454  -0.418
C  1.19735  3.35692  -1.43282  -0.327
C  0.67529  2.90130  -0.19715  -1.589
C  -0.53123  2.12430  -0.24881  0.621
Br  1.95134  5.02779  -1.53409  -0.006
H  -3.04921  2.92733  -0.55546  0.226
H  -2.58325  0.41679  -2.31994  0.501
H  -4.77101  4.48058  -0.98971  0.394
H  -3.78882  1.69219  -4.16183  0.365
H  -6.33296  5.57809  -2.57339  0.371
H  -5.37223  2.94138  -5.60375  0.368
H  0.01564  0.92244  -3.49362  0.642
H  -1.31534  2.43232  0.44885  1.253
H  1.72830  2.74030  -3.41249  0.613
H  1.01517  3.40399  0.70867  0.747
P  -0.97036  -1.75928  -0.19754  1.247
C  3.44594  1.18801  0.74940  -0.531
C  4.86043  1.02707  0.21120  -1.661
H  3.48218  1.20297  1.84632  0.418
H  3.00353  2.13869  0.40941  0.451
H  5.43983  1.95723  0.27336  0.482
H  5.42650  0.29446  0.81313  0.264
H  4.88187  0.75458  -0.84938  0.355
C  3.17468  -0.79776  -1.24487  -0.974
C  4.46807  -1.57259  -1.00739  -1.730
H  3.34903  0.08364  -1.88072  0.872
H  2.52396  -1.45909  -1.83923  0.354
H  4.82418  -2.00065  -1.95527  0.430
H  5.31448  -0.95862  -0.69333  0.301
H  4.38408  -2.38209  -0.27590  0.363
C  2.58443  -1.37918  1.59617  -0.036
C  3.97918  -1.44044  2.13784  -1.801
H  2.24886  -2.36900  1.25726  0.572
H  1.88971  -1.06130  2.37839  0.071
H  4.03075  -2.18690  2.92696  0.505
H  4.68357  -1.77615  1.37977  0.229
H  4.33291  -0.50721  2.56585  0.314
C  -0.62757  -2.79308  1.29765  0.424
C  -1.29960  -4.15972  1.36424  -1.412
H  -0.90107  -2.18861  2.17166  -0.443
H  0.46022  -2.92910  1.35669  0.107
H  -2.33095  -4.09615  1.72645  0.372
H  -1.30893  -4.67153  0.39524  0.324
H  -0.74839  -4.79838  2.06781  0.402
C  0.26349  -2.49703  -1.32245  0.511
C  0.13345  -2.28044  -2.83024  -1.178
H  0.43281  -3.55917  -1.07368  0.652
H  1.15051  -1.95587  -0.96550  -1.840
H  -0.85719  -2.56151  -3.20798  0.360
H  0.33204  -1.23801  -3.12050  0.183
H  0.87595  -2.91099  -3.34001  0.475
C  -2.56073  -2.27901  -0.93690  -0.725
C  -3.73459  -2.20636  0.02619  -1.206
H  -2.41118  -3.28951  -1.34591  0.630
H  -2.71423  -1.59692  -1.78470  0.219
H  -4.15228  -1.19156  0.07061  0.267
H  -4.51636  -2.88479  -0.33517  0.411
H  -3.47370  -2.50670  1.04838  0.190
S  -1.69745  0.34558  2.13634  -0.417
C  -0.57105  0.02032  3.40270  0.024
N  -0.99035  -0.73400  4.48383  0.064
C  -0.34175  -0.74901  5.68703  -0.389
C  0.84810  -0.06786  5.83443  -0.718
C  1.43689  0.51159  4.69753  -0.131
C  0.71606  0.57313  3.49603  -0.248
H  -1.90000  -1.17938  4.40099  0.349
H  -0.82667  -1.28306  6.49005  0.429
H  1.33019  0.01674  6.81119  0.421
H  2.44193  0.95459  4.75862  0.475
H  1.15326  1.00596  2.58380  0.280

=====

3.
C3H13NO3S | ωB97M-V/def2-TZVPD

Summary:
- Total charge: 0
- Spin multiplicity: 1
- Total energy: -800.49484 hartree
- HOMO-LUMO gap: 0.1468 Eh
- Energy relative to the best compared isomer or geometry (same formula, charge and spin): 170.7 kcal/mol
- HOMO level: -9.0 eV

Each line ends with the Mulliken charge.
CARTESIAN COORDINATES (ANGSTROEM)
C  -0.54743  -0.74322  -1.09341  -0.717
C  0.62803  -1.08824  -0.17618  -0.308
S  2.13164  -0.44866  -0.82433  -0.038
N  -1.85744  -0.96900  -0.47243  -0.497
C  0.35603  2.79657  -0.05581  -0.369
O  0.39508  2.20648  -1.35319  -0.488
H  -0.37528  0.27787  -1.34742  0.354
H  -0.24628  -1.11804  -2.00148  0.513
H  0.70891  -2.21163  -0.16398  0.368
H  0.38588  -0.74726  0.85379  0.396
H  1.16975  1.49620  -1.28676  0.180
H  -1.91859  -1.87604  -0.07237  0.363
H  0.17429  2.02064  0.69740  0.122
H  -0.40132  3.56827  -0.07049  0.213
H  1.29985  3.27968  0.13470  0.305
H  -1.41299  0.83191  2.54117  0.181
H  -1.39199  -0.95561  1.82741  0.273
O  -1.51933  0.40994  1.68195  -0.853
H  -1.77634  -2.00829  2.88922  0.266
H  -2.05444  -0.22465  0.19334  0.436
O  -1.11142  -1.88670  2.20301  -0.701

=====

4.
C4H9NO2S | ωB97M-V/def2-TZVPD

Summary:
- Total charge: 0
- Spin multiplicity: 1
- Total energy: -761.07000 hartree
- HOMO-LUMO gap: 0.3132 Eh
- Energy relative to the best compared isomer or geometry (same formula, charge and spin): 121.4 kcal/mol
- HOMO level: -8.7 eV

Each line ends with the Mulliken charge.
CARTESIAN COORDINATES (ANGSTROEM)
C  -3.77661  -1.51615  0.71853  -0.441
N  -2.97453  -0.58885  0.36457  0.598
O  -2.62515  -0.32807  -0.79732  -0.626
O  -2.70331  0.37915  1.33923  -0.412
H  -4.06315  -1.74867  1.77526  0.250
H  -4.13106  -2.25409  0.01234  0.274
H  -2.05137  0.96916  0.93236  0.308
C  1.52028  0.06112  -1.36674  -1.107
C  1.71638  0.54833  0.04608  0.651
C  3.17120  0.86491  0.27573  -1.121
S  0.49188  0.70547  1.11899  -0.309
H  2.48783  -0.26078  -1.79270  0.308
H  0.77138  -0.67131  -1.39269  0.378
H  1.21145  0.87921  -2.01033  0.287
H  3.92945  0.06603  -0.08402  0.284
H  3.54983  1.22006  1.23709  0.338
H  3.47551  1.67449  -0.37637  0.339

=====

5.
C4H5NO | ωB97M-V/def2-TZVPD

Summary:
- Total charge: 0
- Spin multiplicity: 1
- Total energy: -285.28039 hartree
- HOMO-LUMO gap: 0.3647 Eh
- Energy relative to the best compared isomer or geometry (same formula, charge and spin): 84.2 kcal/mol
- HOMO level: -9.1 eV

Each line ends with the Mulliken charge.
CARTESIAN COORDINATES (ANGSTROEM)
C  -1.56031  -0.19042  -0.20670  -0.775
C  -0.09861  -0.14361  -0.20356  0.519
C  0.42344  0.63579  0.75645  -0.084
O  1.80755  0.57498  0.57003  -0.372
C  1.96593  -0.35431  -0.42517  0.059
N  0.87259  -0.84262  -0.90738  -0.561
H  -1.75420  0.51050  0.98110  0.167
H  -1.92272  -1.20538  -0.49192  0.255
H  -2.11032  0.57709  -0.72365  0.303
H  -0.60421  1.06860  1.36176  0.110
H  2.98087  -0.63061  -0.71096  0.378

=====

6.
C22H29N3O5 | ωB97M-V/def2-TZVPD

Summary:
- Total charge: 0
- Spin multiplicity: 1
- Total energy: -1396.24908 hartree
- HOMO-LUMO gap: 0.3327 Eh
- Energy relative to the best compared isomer or geometry (same formula, charge and spin): 38.6 kcal/mol
- HOMO level: -8.5 eV

Each line ends with the Mulliken charge.
CARTESIAN COORDINATES (ANGSTROEM)
C  -0.35794  4.57367  1.74332  -0.986
O  -1.14801  3.53541  1.21856  -0.433
C  -0.85220  2.24350  1.56032  1.466
C  0.17524  1.90245  2.43026  -0.596
C  0.47641  0.58551  2.73606  -1.334
C  -0.26814  -0.44014  2.18174  -0.162
C  0.03831  -1.91114  2.41339  2.182
C  1.04227  -2.18819  3.52904  -2.181
N  -1.16523  -2.69399  2.57759  -0.065
C  -1.45507  -3.47842  1.51413  0.287
O  -2.39504  -4.20524  1.35594  -0.646
N  -0.39092  -3.30627  0.60422  0.213
C  -0.37138  -3.92486  -0.69940  -0.853
C  -1.10366  -3.07288  -1.75492  0.784
O  -1.86273  -3.56249  -2.55958  -0.706
N  -0.82173  -1.76139  -1.67300  0.382
C  -1.43422  -0.75900  -2.51474  -0.533
C  -0.39783  -0.06662  -3.41023  -1.509
C  0.76246  0.45389  -2.59727  0.301
C  0.63422  1.49104  -1.78087  0.091
C  1.74065  2.03551  -0.93129  -0.131
C  3.10229  1.53954  -1.40628  -1.233
C  3.04315  0.03355  -1.62898  -0.345
C  2.06292  -0.28364  -2.75439  -0.680
C  0.55015  -2.44514  1.06961  0.035
O  1.57381  -2.13430  0.50874  -0.687
C  -1.30530  -0.10975  1.31922  0.051
C  -1.61602  1.20469  0.99237  -0.536
O  -2.64485  1.32000  0.10994  -0.408
C  -3.20270  2.57282  -0.22251  -0.957
H  -0.42969  4.62535  2.83436  0.363
H  -0.76304  5.48905  1.31430  0.283
H  0.69098  4.46966  1.44888  0.340
H  0.77451  2.67765  2.87939  0.383
H  1.29817  0.38496  3.40205  0.391
H  2.02174  -1.81767  3.23950  0.351
H  0.72716  -1.71367  4.45501  0.436
H  1.11277  -3.26187  3.68956  0.409
H  -1.80778  -2.56469  3.33941  0.206
H  -0.87588  -4.89106  -0.63613  0.389
H  0.67124  -4.05939  -1.00070  0.327
H  -0.08635  -1.43247  -1.06617  -0.198
H  -2.18865  -1.26605  -3.11940  0.570
H  -1.92155  -0.01925  -1.87206  0.001
H  -0.03477  -0.77715  -4.15415  0.325
H  -0.89601  0.75194  -3.93318  0.452
H  -0.32033  1.99273  -1.69173  0.473
H  1.70755  3.12905  -0.94507  0.413
H  1.57579  1.71702  0.10444  -0.081
H  3.86867  1.78739  -0.66922  0.418
H  3.36298  2.03414  -2.34494  0.399
H  2.71332  -0.45811  -0.71257  -0.059
H  4.03237  -0.35299  -1.88108  0.386
H  1.87151  -1.35922  -2.78700  0.313
H  2.50190  -0.00703  -3.71999  0.436
H  -1.91636  -0.87505  0.86466  0.533
H  -4.05050  2.34044  -0.86682  0.315
H  -3.55391  3.10580  0.66287  0.328
H  -2.49475  3.20237  -0.76519  0.285